No. 1
{
  "formula": "C5H10FN3O",
  "method": "ωB97M-V/def2-TZVPD",
  "symbols": ["C", "C", "C", "N", "C", "F", "N", "C", "N", "O", "H", "H", "H", "H", "H", "H", "H", "H", "H", "H"],
  "positions_angstrom": [[2.752344, 1.125173, -0.117050], [1.816149, -0.079441, -0.106714], [2.449117, -1.361440, 0.259175], [0.593481, 0.242448, -0.393167], [-0.628174, -0.426859, -0.460445], [-0.653921, -1.634695, 0.293180], [-1.742128, 0.370051, 0.179989], [-3.010621, 0.114421, -0.221496], [-3.971066, 0.776249, 0.504314], [-3.359708, -0.625669, -1.133582], [2.776980, 1.268163, -1.115015], [3.629323, 0.866380, 0.418095], [2.343508, 2.005377, 0.292351], [1.737023, -2.221449, 0.287169], [3.206180, -1.476601, 1.133460], [3.116556, -1.563882, -0.669986], [-1.029194, -0.557069, -1.491053], [-1.449129, 0.847555, 1.105335], [-3.691271, 1.561669, 1.106082], [-4.885441, 0.769618, 0.129355]],
  "atomic_forces_ev_per_a": [[-1.11, -2.07, 2.03], [-2.37, 1.94, 1.50], [1.41, -2.71, -1.07], [1.23, -0.02, 0.12], [-1.97, 0.18, 1.18], [0.40, 0.04, -0.86], [3.64, 0.40, 1.00], [-1.67, -0.05, -0.02], [1.18, 0.94, 1.30], [0.94, 0.23, 0.17], [1.37, 0.91, -3.43], [1.28, -0.01, -0.14], [-0.87, 0.79, 0.69], [0.49, 0.82, 0.11], [-1.58, 0.93, -1.29], [-0.81, 0.11, 1.34], [0.73, -0.55, 0.61], [-1.16, -1.17, -2.29], [-0.45, -0.71, -0.65], [-0.68, 0.01, -0.30]],
  "nbo_charge": [-0.654, 0.380, -0.720, -0.515, 0.462, -0.390, -0.658, 0.774, -0.840, -0.657, 0.233, 0.207, 0.231, 0.255, 0.250, 0.239, 0.211, 0.408, 0.380, 0.403],
  "homo_ev": -9.6,
  "relative_energy_kj_mol": 0.0,
  "smiles": "CC(C)=N[C@@H](F)NC(N)=O",
  "e_tot_ev": -14581.965,
  "homo_lumo_gap_ev": 10.377
}

***

No. 2
{
  "formula": "C5H10I2O",
  "method": "ωB97M-V/def2-TZVPD",
  "symbols": ["C", "C", "C", "C", "C", "O", "I", "I", "H", "H", "H", "H", "H", "H", "H", "H", "H", "H"],
  "positions_angstrom": [[-0.007720, 1.245326, -0.559142], [-0.418660, -0.064578, 1.544389], [1.012692, -0.987670, -0.321324], [-0.263582, -0.127455, -0.000872], [-1.498412, -0.747778, -0.687990], [-1.658980, -0.541028, -1.959477], [-3.888071, 1.726654, 0.199261], [-2.437500, -2.452562, 0.082301], [-0.821294, 1.891301, -0.261440], [0.131062, 1.374248, -1.618365], [0.846961, 1.756970, -0.161788], [-0.377285, -1.172146, 2.029772], [-1.448274, 0.397952, 1.691055], [0.412099, 0.768401, 1.944770], [1.900057, -0.458697, 0.186484], [1.139864, -2.132789, -0.003374], [1.197725, -1.019644, -1.364587], [-2.652181, -0.732129, -2.270133]],
  "atomic_forces_ev_per_a": [[-0.57, 1.19, 0.09], [0.24, 0.61, 0.63], [1.59, -1.14, 2.02], [1.06, -2.45, -0.10], [0.43, 0.56, 2.74], [-2.90, -0.16, -3.25], [-0.10, -0.04, 0.00], [0.02, -0.19, 0.17], [-0.51, 0.28, -0.11], [-0.30, -0.62, -0.60], [0.78, -0.27, 0.71], [0.10, 2.96, -0.94], [1.21, -0.61, 0.45], [-2.14, -2.67, -0.72], [-1.16, -0.74, -0.81], [-1.04, 2.47, -0.21], [0.20, 0.24, -1.15], [3.08, 0.57, 1.07]],
  "nbo_charge": [-0.616, -0.614, -0.614, -0.189, 0.183, -0.699, -0.005, 0.080, 0.216, 0.228, 0.216, 0.239, 0.214, 0.226, 0.209, 0.219, 0.208, 0.499],
  "homo_ev": [-7.0, -9.8],
  "relative_energy_kj_mol": 0.0,
  "spin_multiplicity": 3,
  "e_tot_ev": -23592.509,
  "homo_lumo_gap_ev": [7.473, 6.415],
  "s_squared": 2.007
}

***

No. 3
{
  "formula": "C5H10IN2",
  "method": "ωB97M-V/def2-TZVPD",
  "symbols": ["C", "N", "C", "I", "N", "C", "C", "C", "H", "H", "H", "H", "H", "H", "H", "H", "H", "H"],
  "positions_angstrom": [[-1.321878, 0.598319, 3.656952], [-1.465339, 0.952882, 2.575878], [-1.503118, 1.047776, 1.215750], [-1.130162, 3.400423, 1.077442], [-0.416733, 0.094837, 0.497675], [-0.141677, 0.081288, -0.872245], [0.822548, -1.076439, -1.077624], [1.774606, -1.021831, -2.217379], [-1.273635, 0.154158, 4.663485], [-2.500193, 1.027557, 0.885112], [0.455746, 0.135640, 1.016429], [0.092557, 1.124451, -1.236837], [-1.074027, -0.375997, -1.376451], [1.415239, -1.194574, -0.119571], [0.210152, -1.942776, -1.271156], [2.257252, -2.081907, -2.349376], [1.258842, -0.699681, -3.137154], [2.539819, -0.224126, -1.930931]],
  "atomic_forces_ev_per_a": [[-0.35, -0.03, -0.37], [0.72, -1.94, 2.39], [4.25, 0.76, -3.39], [-0.13, -1.38, -0.17], [-3.03, 1.72, 5.16], [-2.42, 0.12, -2.71], [0.75, -0.35, 1.29], [1.93, 0.20, -0.34], [0.05, 0.62, -0.65], [-1.05, -0.48, -0.78], [-0.23, 0.31, 0.36], [0.15, -1.18, -0.18], [1.02, 1.68, 0.32], [-0.58, -0.29, -0.95], [-0.22, -0.48, 0.71], [-0.71, 2.25, 0.08], [0.39, -0.32, 0.18], [-0.54, -1.22, -0.91]],
  "nbo_charge": [0.456, -0.227, 0.036, 0.093, -0.556, -0.248, -0.387, -0.605, 0.320, 0.263, 0.375, 0.203, 0.212, 0.186, 0.217, 0.236, 0.218, 0.209],
  "homo_ev": -13.3,
  "relative_energy_kj_mol": 401.4,
  "charge": 1,
  "smiles": "C#[N+][C@@H](I)NCCC",
  "e_tot_ev": -16417.153,
  "homo_lumo_gap_ev": 7.695
}